Molecular formula: C59H46FFeGeNOP3S
Method: DFT, wB97M-V/def2-TZVPD

Electronic energy: -7268.2073 hartree
Kohn-Sham gap (spin up / spin down): 5.94 / 7.52 eV
<S²>: 1.0246
Multiplicity: 2
Net charge: +2

Each line ends with the Mulliken charge.
CARTESIAN COORDINATES (ANGSTROEM)
Fe (-0.408, 0.016, 0.049)  -0.67
F (1.852, -4.181, 0.179)  -0.45
Ge (1.034, -2.717, -0.333)  2.24
C (-0.572, -2.923, 0.808)  -0.42
C (-1.102, -4.172, 0.461)  -0.79
C (-1.981, -4.837, 1.300)  -1.06
C (-2.326, -4.282, 2.522)  -1.01
C (-1.852, -3.025, 2.861)  -0.49
C (-1.022, -2.327, 1.989)  0.45
P (-0.526, -0.634, 2.349)  2.18
C (0.683, -0.893, 3.677)  1.42
C (0.617, -0.263, 4.912)  -0.79
C (1.505, -0.624, 5.918)  -0.73
C (2.456, -1.605, 5.696)  -0.77
C (2.528, -2.237, 4.458)  -0.75
C (1.646, -1.884, 3.455)  -0.53
C (-1.929, 0.276, 3.056)  0.64
C (-3.235, -0.210, 3.091)  -1.40
C (-4.253, 0.566, 3.627)  -0.79
C (-3.984, 1.834, 4.119)  -0.99
C (-2.691, 2.335, 4.066)  -1.09
C (-1.672, 1.564, 3.534)  -0.17
C (0.492, -3.058, -2.162)  -0.23
C (0.763, -4.315, -2.706)  -0.61
C (0.521, -4.570, -4.046)  -0.90
C (0.023, -3.561, -4.863)  -0.86
C (-0.239, -2.311, -4.335)  -0.45
C (-0.020, -2.055, -2.977)  -0.81
P (-0.397, -0.362, -2.405)  3.31
C (0.636, 0.570, -3.582)  0.13
C (2.008, 0.309, -3.522)  -0.31
C (2.881, 0.971, -4.366)  -0.68
C (2.395, 1.889, -5.290)  -0.85
C (1.033, 2.125, -5.375)  -0.79
C (0.151, 1.470, -4.524)  -0.35
C (-2.132, -0.110, -2.885)  0.59
C (-2.655, 1.179, -2.996)  -0.37
C (-3.977, 1.370, -3.374)  -0.89
C (-4.793, 0.277, -3.626)  -0.82
C (-4.287, -1.008, -3.485)  -0.84
C (-2.965, -1.203, -3.115)  -1.06
C (2.641, -1.572, -0.509)  -0.52
C (3.648, -2.380, -1.050)  -0.38
C (4.889, -1.869, -1.401)  -0.88
C (5.158, -0.527, -1.209)  -1.00
C (4.171, 0.290, -0.685)  0.05
C (2.918, -0.216, -0.341)  -0.28
P (1.684, 0.970, 0.263)  3.47
C (2.210, 1.388, 1.945)  0.56
C (1.604, 2.491, 2.554)  -1.03
C (2.048, 2.934, 3.788)  -0.39
C (3.107, 2.286, 4.415)  -0.76
C (3.712, 1.196, 3.813)  -0.95
C (3.264, 0.742, 2.579)  -0.38
C (2.000, 2.565, -0.560)  0.95
C (1.219, 3.018, -1.617)  0.07
C (1.511, 4.217, -2.250)  -1.01
C (2.590, 4.977, -1.830)  -1.00
C (3.369, 4.544, -0.766)  -0.94
C (3.074, 3.352, -0.126)  -0.58
H (-0.799, -4.662, -0.457)  0.49
H (-2.362, -5.808, 1.013)  0.49
H (-2.964, -4.822, 3.210)  0.46
H (-2.121, -2.586, 3.813)  0.70
H (-0.135, 0.486, 5.116)  0.46
H (1.438, -0.141, 6.883)  0.50
H (3.135, -1.889, 6.489)  0.44
H (3.260, -3.013, 4.282)  0.50
H (1.697, -2.405, 2.505)  0.29
H (-3.470, -1.185, 2.692)  0.52
H (-5.260, 0.172, 3.663)  0.50
H (-4.782, 2.429, 4.544)  0.45
H (-2.473, 3.326, 4.443)  0.50
H (-0.667, 1.963, 3.491)  0.21
H (1.182, -5.093, -2.078)  0.63
H (0.733, -5.548, -4.456)  0.46
H (-0.152, -3.746, -5.915)  0.48
H (-0.616, -1.526, -4.980)  0.50
H (2.395, -0.427, -2.827)  0.40
H (3.941, 0.761, -4.313)  0.53
H (3.078, 2.402, -5.954)  0.43
H (0.646, 2.814, -6.115)  0.49
H (-0.909, 1.652, -4.628)  0.50
H (-2.035, 2.042, -2.789)  0.35
H (-4.363, 2.376, -3.481)  0.53
H (-5.819, 0.425, -3.934)  0.45
H (-4.919, -1.866, -3.678)  0.48
H (-2.582, -2.211, -3.021)  0.37
H (3.473, -3.437, -1.204)  0.47
H (5.638, -2.526, -1.823)  0.46
H (6.122, -0.112, -1.470)  0.49
H (4.378, 1.343, -0.559)  0.44
H (0.816, 3.027, 2.036)  0.69
H (1.589, 3.798, 4.251)  0.53
H (3.467, 2.643, 5.372)  0.45
H (4.541, 0.697, 4.297)  0.46
H (3.754, -0.098, 2.103)  0.44
H (0.367, 2.448, -1.944)  -0.04
H (0.889, 4.554, -3.069)  0.52
H (2.820, 5.914, -2.322)  0.45
H (4.205, 5.140, -0.424)  0.49
H (3.681, 3.042, 0.714)  0.55
O (-2.243, -0.626, 0.037)  -0.35
N (-3.221, 0.286, 0.051)  1.52
C (-4.488, -0.168, -0.031)  -0.42
C (-5.535, 0.709, 0.035)  -1.37
C (-5.272, 2.070, 0.198)  -0.67
C (-3.970, 2.509, 0.269)  -1.49
C (-2.924, 1.594, 0.175)  0.97
S (-1.252, 2.053, 0.134)  -0.24
H (-4.576, -1.239, -0.139)  0.57
H (-6.544, 0.331, -0.035)  0.57
H (-6.088, 2.777, 0.266)  0.53
H (-3.729, 3.557, 0.386)  0.57

Cartesian forces, eV/Å:
-0.9 0.0 0.1
-0.1 0.0 0.0
0.1 0.3 -0.2
0.0 0.1 0.0
0.0 0.0 0.0
0.0 0.0 0.0
0.0 0.0 0.0
0.0 0.0 -0.1
0.1 0.0 0.1
0.0 0.0 -0.1
0.1 0.0 -0.1
0.0 0.0 0.1
0.0 0.0 0.0
0.0 0.0 0.0
0.0 0.0 0.0
0.0 0.1 0.0
0.1 0.0 0.1
0.0 0.1 0.0
0.0 0.0 0.0
0.0 0.0 0.0
0.0 0.0 0.0
0.0 -0.1 0.0
0.1 -0.2 0.1
0.0 0.0 0.0
0.0 0.0 0.0
0.0 0.0 0.0
0.0 0.0 0.0
-0.1 -0.1 0.0
0.2 0.0 -0.1
0.1 0.0 0.1
-0.1 0.0 0.0
0.0 0.0 0.0
0.0 0.0 0.0
0.0 0.0 0.0
0.0 0.0 -0.1
0.1 0.0 0.0
0.0 0.0 0.1
0.0 0.0 0.0
0.0 0.0 0.0
0.0 0.0 0.0
0.0 0.0 0.0
0.0 -0.2 0.1
0.1 -0.1 0.0
-0.1 -0.1 0.0
0.0 0.1 0.0
0.1 0.0 0.0
0.0 0.3 0.0
0.0 -0.2 0.0
0.0 0.1 0.1
0.1 -0.1 0.0
0.0 0.0 0.0
0.0 0.0 0.0
0.0 -0.1 0.0
0.0 0.0 0.0
0.0 0.0 -0.1
0.1 0.0 0.0
0.0 0.0 0.0
0.0 0.0 0.0
0.0 0.0 0.0
0.0 0.0 0.0
0.0 0.0 0.0
0.0 0.0 0.0
0.0 0.0 0.0
0.0 0.0 0.0
0.0 0.0 0.0
0.0 0.0 0.0
0.0 0.0 0.0
0.0 0.0 0.0
0.0 0.0 0.0
0.0 0.0 0.0
0.0 0.0 0.0
0.0 0.0 0.0
0.0 0.0 0.0
0.0 0.0 0.0
0.0 0.0 0.0
0.0 0.0 0.0
0.0 0.0 0.0
0.0 0.0 0.0
0.0 0.0 -0.1
0.0 0.0 0.0
0.0 0.0 0.0
0.0 0.0 0.0
0.0 0.0 0.0
0.0 0.0 0.0
0.0 0.0 0.0
0.0 0.0 0.0
0.0 0.0 0.0
0.0 0.0 0.0
0.0 0.0 0.0
0.0 0.0 0.0
0.0 0.0 0.0
0.0 0.0 0.0
0.0 0.0 0.0
0.0 0.0 0.0
0.0 0.0 0.0
0.0 0.0 0.0
0.0 0.0 0.0
0.0 0.0 -0.1
0.0 0.0 0.0
0.0 0.0 0.0
0.0 0.0 0.0
0.0 0.0 0.0
0.4 0.1 0.0
0.0 0.2 0.0
0.0 0.0 0.0
0.0 0.0 0.0
0.0 0.0 0.0
-0.1 0.0 0.0
0.1 -0.2 0.0
0.0 -0.2 0.1
0.0 0.0 0.0
0.0 0.0 0.0
0.0 0.0 0.0
0.0 0.0 0.0